Computed, not measured: a cluster of 2 separate species, C6H9N2O2 in total, with ωB97M-V with the def2-TZVPD basis set.

```
19
Properties=species:S:1:pos:R:3:nbo_charge:R:1
N -1.5977 -0.4648 1.8974 -0.489
C -1.5302 0.0497 0.8413 0.856
H 1.1387 -1.1853 0.7486 0.444
H 2.4509 0.5940 -1.3589 0.210
H 3.3965 -0.5272 -0.4767 0.241
H -1.7997 1.9163 -2.8815 0.306
H -2.8041 -1.1841 3.3983 0.236
O 0.3864 -0.1581 -2.1498 -0.371
C -0.0450 0.8727 -2.5869 0.678
H -1.5352 -2.3796 2.9081 0.228
C -0.7528 1.8156 -3.0171 -0.526
C 0.3844 -0.8334 -1.0146 0.440
N 1.3212 -0.7016 -0.1136 -0.545
H 2.6540 0.9538 0.4482 0.247
H -1.0287 -0.9689 3.9177 0.236
H -0.1902 2.6891 -3.2059 0.288
C 2.5346 0.1465 -0.3674 -0.450
C -1.7802 -1.2754 3.1309 -0.406
O -1.2029 0.6407 -0.1181 -0.623
```

- 2S+1: 1
- Energy above the lowest of the compared OMol25 structures with the same formula, charge and spin: 160.8 kcal/mol
- Charge: +1
- HOMO-LUMO gap (spin up / spin down): 8.49 / 8.49 eV